# 1
Molecular formula: C10H21BrF3InNO6
Method: DFT, the ωB97M-V functional and the def2-TZVPD basis

```
43
Properties=species:S:1:pos:R:3:lowdin_charge:R:1
N -2.31453 2.15630 2.94749 -0.01
C -2.61085 2.99576 1.78586 -0.24
C -2.40452 2.24976 0.44868 -0.47
O -3.64552 1.70243 -0.02742 -0.07
C -1.73423 3.09004 -0.63818 -0.23
In -0.54116 1.92375 -2.05135 0.49
O 0.98382 0.98181 -1.04052 -0.39
Br 0.55430 3.61541 -3.71377 -0.11
C -1.54893 0.39792 -3.25850 -0.20
C -2.52771 -0.48911 -2.48982 -0.36
O -3.72995 -0.76943 -3.20772 -0.02
C -1.90835 -1.84405 -2.14740 -0.59
F -1.84681 -2.68771 -3.18667 0.14
F -0.64846 -1.68657 -1.70015 0.12
F -2.59013 -2.47500 -1.16938 0.13
H -2.79984 2.48256 3.77276 0.05
H -1.32381 2.15189 3.15669 0.06
H -3.66588 3.28027 1.84220 0.11
H -2.02226 3.92193 1.76962 0.10
H -1.82014 1.35497 0.69518 0.12
H -4.07011 2.39145 -0.55339 0.08
H -1.08313 3.85034 -0.19768 0.03
H -2.49231 3.63412 -1.21798 0.04
H 1.51953 1.64108 -0.58479 -0.04
H -0.74784 -0.19018 -3.71269 0.05
H -2.08146 0.88073 -4.08454 0.04
H -2.81824 -0.07539 -1.51654 0.12
H -3.72760 -0.19425 -3.97878 0.08
C 1.30780 -2.54413 0.85637 -0.05
C 2.21206 -1.33631 0.85841 -0.19
O 3.15548 -1.38257 1.96820 0.04
C 4.19953 -2.17221 1.81131 -0.62
O 4.50633 -2.79760 0.82667 0.11
O 4.97128 -2.07317 2.91073 -0.01
C 6.18558 -2.81632 2.83778 -0.06
H 0.79579 -2.64236 1.81555 0.08
H 0.55416 -2.41064 0.08197 0.06
H 1.86408 -3.45986 0.65587 0.08
H 1.65171 -0.41948 1.00788 0.11
H 2.76884 -1.24422 -0.07122 0.12
H 6.76426 -2.52896 1.96143 0.09
H 5.98043 -3.88547 2.78967 0.09
H 6.72877 -2.57752 3.74813 0.09
```

## Properties
Energy relative to the best compared isomer or geometry (same formula, charge and spin), eV: 0.000
Charge: -1
Lowest unoccupied orbital energy, Ha: 0.0967

# 2
Molecular formula: C10H21ClINO3PTl
Method: DFT, the ωB97M-V functional and the def2-TZVPD basis

```
39
Properties=species:S:1:pos:R:3:lowdin_charge:R:1
C -3.95211 2.25620 -5.21545 0.01
C -3.78711 1.23354 -4.14084 -0.49
H -4.82753 1.82971 -5.76787 0.15
H -3.04083 2.30123 -5.83064 0.12
H -4.13835 3.25976 -4.78107 0.12
O -4.02502 0.07123 -4.13638 0.12
I -0.11598 3.03022 -3.34522 0.13
Tl -2.62227 1.57528 -2.30732 0.92
P 1.27562 -1.07138 -1.30325 0.81
C 1.63133 -2.93020 -1.47006 -0.19
C 1.03598 -0.82421 -3.10652 -0.26
H 3.14577 0.44622 -1.24448 0.03
H 3.62613 -1.12432 -2.00100 0.07
H 3.45520 -0.98497 -0.22190 0.06
C 3.07318 -0.63944 -1.18884 -0.25
H 0.97117 0.25093 -3.31565 -0.04
H 1.86078 -1.29877 -3.67880 0.09
H 2.39026 -3.10785 -2.25947 0.08
H 0.71311 -3.47346 -1.73877 0.06
H 0.07965 -1.28309 -3.39675 0.06
H 2.01388 -3.33932 -0.52072 0.07
C -0.60334 -1.45893 0.69432 -0.07
O -1.30032 -2.17420 1.26201 0.12
Cl 0.68611 1.22964 -0.56291 0.11
C 0.48997 0.45526 5.39637 -0.02
N -0.17702 0.69837 4.12799 -0.14
C -1.44730 1.39236 4.12269 -0.03
C 0.21313 0.10074 2.96591 -0.44
C 1.57473 -0.51195 2.87569 0.02
O -0.60564 0.12743 2.00767 -0.11
H -0.06156 1.00839 6.16006 0.10
H 1.52012 0.80936 5.36598 0.09
H 0.49319 -0.60706 5.65234 0.11
H -1.42671 2.22735 3.39285 0.11
H -2.27965 0.71966 3.84800 0.10
H -1.59972 1.78896 5.13631 0.10
H 1.53124 -1.59368 3.06524 0.11
H 1.96325 -0.33860 1.86079 0.06
H 2.26671 -0.05039 3.59973 0.09
```

## Properties
Charge: +2
Lowest unoccupied orbital energy (spin up / spin down), Ha: -0.3605 / -0.3603

# 3
Molecular formula: C10H21CoF3IO2P2
Method: DFT, the ωB97M-V functional and the def2-TZVPD basis

```
40
Properties=species:S:1:pos:R:3:lowdin_spin:R:1
C -1.78132 0.47762 -3.47286 0.11
C -1.56609 -0.09856 -2.14898 0.47
H -2.67999 -0.01339 -3.94807 0.02
H -0.89812 0.32586 -4.11643 0.00
H -1.95150 1.56560 -3.40572 0.00
O -2.07840 -0.93172 -1.45734 0.33
I 1.43034 1.82106 -1.06581 0.81
Co 0.17438 0.13390 0.02265 1.88
P -1.11917 1.52220 1.21036 -0.01
C -2.01678 1.15170 2.75304 0.00
C -0.14932 2.98943 1.69747 0.02
H -0.80570 3.86815 1.73694 0.00
H -3.25960 2.61584 0.80703 0.00
H 0.64255 3.16882 0.95641 0.02
H -2.08183 2.86191 -0.54210 0.00
H -1.35294 1.21678 3.61779 0.00
H 0.31016 2.80850 2.67573 0.00
C -2.48588 2.14560 0.16895 0.00
H -2.82913 1.88166 2.86808 0.00
H -2.91923 1.27993 -0.34854 0.00
H -2.43192 0.14486 2.68780 0.00
P 1.50282 -1.57012 -0.55857 -0.01
C 1.65918 -3.18561 0.27267 0.00
C 1.12231 -2.10534 -2.26489 0.00
H 3.27149 0.06931 -0.81198 0.02
H 3.79121 -1.55126 -1.36110 0.00
H 3.68746 -1.17843 0.40016 0.00
C 3.23885 -1.00624 -0.58484 0.03
H 1.50019 -1.35609 -2.95639 0.00
H 1.58370 -3.09255 -2.45988 0.00
H 2.07782 -3.90650 -0.44158 0.00
H 0.66791 -3.51539 0.59250 0.00
H 0.02979 -2.19325 -2.33932 0.00
H 2.31759 -3.11724 1.14068 0.00
C -0.96371 -1.20100 0.66983 0.05
O -1.61109 -2.02904 1.16015 0.02
F 1.84726 -1.20526 2.15808 0.03
C 1.25664 0.00420 1.85437 0.14
F 0.57158 0.29334 3.01678 0.03
F 2.29847 0.91072 1.81693 0.03
```

## Properties
<S²>: 6.055
Energy relative to the best compared isomer or geometry (same formula, charge and spin), eV: 0.000
Charge: +2
Lowest unoccupied orbital energy (spin up / spin down), Ha: -0.3173 / -0.3977
2S+1: 5

# 4
Molecular formula: C10H21CrN3P
Method: DFT, the ωB97M-V functional and the def2-TZVPD basis

```
36
Properties=species:S:1:pos:R:3:lowdin_spin:R:1
C -0.40867 0.11131 -2.15428 0.01
C -1.21278 1.10138 -1.48348 0.03
C -0.33509 2.04957 -0.85482 0.02
C 1.01815 1.63386 -1.10542 0.02
C 0.97915 0.43163 -1.90236 0.02
Cr -0.00595 -0.03790 0.04516 2.81
P -0.00160 -2.37027 0.38032 -0.02
H -0.77387 -0.67054 -2.81669 0.00
H -2.29243 1.19908 -1.56114 0.01
H -0.63904 2.98237 -0.37153 0.00
H 1.84010 -0.06503 -2.33868 0.01
H 1.91420 2.21006 -0.87751 0.00
H 1.09557 -3.09641 -0.13693 0.01
H -1.06396 -3.09201 -0.23166 -0.01
H -0.03980 -2.94079 1.68143 -0.02
C 2.62592 1.17729 3.59458 0.00
N 1.45717 0.38704 3.95817 0.01
C 1.25116 0.18123 5.38178 0.00
C 0.50386 0.17928 3.02056 0.01
N 0.63968 0.72107 1.80235 0.01
N -0.56075 -0.61110 3.30018 0.01
C -0.52691 -1.68072 4.28894 0.00
C -1.76588 -0.52470 2.49127 0.04
H 3.20614 1.33374 4.50287 0.00
H 2.33599 2.16783 3.20022 0.00
H 3.23367 0.63200 2.85417 0.00
H 0.27104 0.56087 5.70596 0.00
H 1.38256 -0.87689 5.64684 0.00
H 2.03088 0.75278 5.89321 0.00
H 1.38735 1.41732 1.77765 0.00
H -0.68057 -1.30216 5.30742 0.00
H -1.36315 -2.35662 4.08516 0.00
H 0.40905 -2.25627 4.22887 0.00
H -1.62095 0.19856 1.65923 0.02
H -2.02993 -1.52068 2.10206 0.00
H -2.58958 -0.17640 3.13531 0.00
```

## Properties
<S²>: 3.837
Charge: 0
Lowest unoccupied orbital energy (spin up / spin down), Ha: 0.0172 / 0.0174
2S+1: 4

# 5
Molecular formula: C10H21FNOP
Method: DFT, the ωB97M-V functional and the def2-TZVPD basis

```
35
Properties=species:S:1:pos:R:3:lowdin_charge:R:1
C 2.89353 -2.53747 -0.24350 -0.12
C 2.22658 -1.12052 -0.38793 -0.23
C 0.99632 -0.96283 0.56129 -0.19
C 0.01439 0.07641 0.09791 -0.27
C 0.35229 1.61707 0.44910 -0.16
C -0.65933 2.68571 0.11279 -0.26
C -0.18427 3.66587 -0.98557 -0.09
N -1.41025 -0.26495 0.64289 -0.10
C -1.65223 -0.23670 1.90494 -0.68
C -2.95873 -0.58496 2.42979 -0.03
O -0.85472 0.27560 2.68398 0.04
P -2.55133 -1.29113 -0.49312 1.00
C -1.54586 -1.74183 -1.96635 -0.24
F -3.60130 -0.12582 -1.00005 -0.31
H 2.02082 -3.26389 -0.68736 0.11
H 3.80404 -2.69010 -0.77050 0.04
H 2.98555 -2.92156 0.77137 0.06
H 3.08326 -0.45126 -0.05991 0.12
H 1.94269 -1.13817 -1.39768 0.07
H 1.28504 -0.63614 1.58597 0.13
H 0.54590 -1.92757 0.79429 0.11
H -0.18673 0.13230 -1.00089 0.11
H 1.29896 1.83487 -0.17746 0.12
H 0.67620 1.66896 1.53184 0.12
H -0.85808 3.29418 1.01227 0.11
H -1.58242 2.24858 -0.08936 0.07
H -0.17682 4.73300 -0.64008 0.08
H -0.79961 3.67481 -1.91774 0.08
H 0.75835 3.23361 -1.18188 0.03
H -3.49741 0.26645 2.84597 0.10
H -2.90256 -1.38889 3.16905 0.10
H -3.57112 -0.93856 1.55837 0.02
H -1.26741 -0.80543 -2.43522 0.04
H -2.13589 -2.37790 -2.49232 -0.01
H -0.78323 -2.32221 -1.42726 0.04
```

## Properties
Energy relative to the best compared isomer or geometry (same formula, charge and spin), eV: 0.000
Charge: 0
Lowest unoccupied orbital energy, Ha: 0.0272
SMILES string: CCCC(CCC)N(C(C)=O)P(C)F

# 6
Molecular formula: C10H21N2
Method: DFT, the ωB97M-V functional and the def2-TZVPD basis

```
33
Properties=species:S:1:pos:R:3:lowdin_charge:R:1
C -0.98128 -2.04291 -1.42064 -0.02
N -0.77823 -1.01298 -0.79854 -0.02
C -1.57097 0.10423 -0.50258 -0.38
C -2.07689 0.16374 1.02365 -0.19
C -3.55383 -0.00480 1.10182 -0.11
C -0.91652 1.37283 -0.95871 -0.12
C 0.36181 1.97619 -0.20784 -0.16
C 1.56762 1.20758 -0.39594 -0.36
C 2.82083 1.75516 0.32767 -0.04
C 1.45467 -0.18610 0.19217 -0.01
N 1.97503 -1.18463 -0.41889 0.03
C 2.18170 -2.45737 0.23552 -0.02
H -0.18689 -2.76934 -1.73423 0.08
H -1.91797 -2.28309 -2.06453 0.12
H -2.38330 -0.02202 -1.14447 0.11
H -1.46987 -0.59747 1.46651 0.09
H -1.74579 1.17006 1.36561 0.11
H -4.25784 0.51305 0.50310 0.06
H -3.82970 0.43295 2.18766 0.13
H -3.80049 -1.08517 1.18109 0.09
H -1.68864 2.09639 -0.74914 0.12
H -0.76393 1.33429 -2.06169 0.14
H 0.39609 3.00205 -0.55418 0.13
H 0.15652 1.96002 0.90000 0.13
H 1.88560 1.17230 -1.52236 0.19
H 3.02501 2.76994 0.29615 0.06
H 3.77951 1.32656 0.18652 0.08
H 2.74534 1.76160 1.45807 0.12
H 1.15299 -0.16240 1.30245 0.20
H 2.04079 -1.27213 -1.41549 0.17
H 2.72789 -2.19839 1.18924 0.13
H 1.45674 -3.11419 0.44163 0.05
H 2.87422 -3.04962 -0.35817 0.11
```

## Properties
Energy relative to the best compared isomer or geometry (same formula, charge and spin), eV: 2.467
Charge: +1
Lowest unoccupied orbital energy, Ha: -0.1391
SMILES string: C=N[C@@H](CC)CC[C@@H](C)/C=[NH+]/C

Number 1: electronic energy -107858.018 eV. Number 2: electronic energy -52928.287 eV. Number 3: electronic energy -87243.893 eV. Number 4: electronic energy -52887.732 eV. Number 5: electronic energy -26253.621 eV. Number 6: electronic energy -13681.275 eV.